(1)
Formula: C29H37B2F4GeMnN4O4Se2
Source: the OMol25 dataset
Level of theory: ωB97M-V/def2-TZVPD

Structure (XYZ):
```
84
Properties=species:S:1:pos:R:3:mulliken_spin:R:1
Mn 1.859 -0.574 -0.370 2.933
C 1.137 -2.733 -3.911 -0.004
C 1.573 -2.296 -2.562 0.048
N 0.884 -1.540 -1.784 -0.050
O -0.261 -0.933 -2.250 -0.007
B 0.053 0.502 -2.380 0.013
F -1.260 1.171 -2.356 -0.001
F 0.693 0.792 -3.533 0.002
O 0.901 1.077 -1.284 0.040
N 0.261 1.115 -0.026 -0.005
C 1.016 1.543 0.928 0.013
C 0.337 1.736 2.249 -0.007
C 2.512 1.747 0.910 0.074
N 3.106 0.737 0.390 -0.104
O 4.438 0.580 0.512 0.072
B 5.112 -0.439 -0.471 0.055
F 5.048 0.102 -1.716 -0.007
F 6.336 -0.619 0.111 0.005
O 4.481 -1.819 -0.489 0.010
N 3.240 -1.821 -1.030 -0.113
C 2.952 -2.581 -2.023 0.052
C 3.892 -3.523 -2.679 0.002
C 3.164 2.905 1.574 -0.003
H 0.530 -1.955 -4.369 0.002
H 0.521 -3.632 -3.821 0.005
H 1.985 -2.968 -4.548 0.000
H -0.669 1.326 2.208 0.000
H 0.268 2.805 2.466 0.002
H 0.900 1.267 3.058 0.001
H 4.811 -3.599 -2.106 0.000
H 4.139 -3.164 -3.680 0.002
H 3.436 -4.508 -2.785 0.002
H 2.810 3.017 2.600 0.002
H 2.904 3.821 1.039 0.005
H 4.245 2.792 1.561 0.000
C 6.544 -0.164 3.510 -0.014
Se 4.677 -0.317 3.063 0.840
C 4.682 -2.176 2.508 -0.015
C 3.343 -2.899 2.528 0.012
Se 1.734 -1.815 2.194 0.047
C 0.563 -3.313 1.795 0.009
H 7.124 -0.328 2.602 0.020
H 6.770 -0.923 4.257 0.023
H 6.708 0.836 3.902 0.003
H 5.425 -2.674 3.131 -0.005
H 5.064 -2.130 1.490 0.034
H 3.171 -3.396 3.480 0.009
H 3.375 -3.651 1.741 0.000
H 0.983 -3.896 0.979 -0.001
H -0.395 -2.889 1.500 -0.002
H 0.440 -3.922 2.687 0.002
C -3.744 0.115 -3.361 0.000
Ge -3.077 0.768 -1.677 0.002
C -2.902 -0.556 -0.295 -0.001
C -2.975 -1.916 -0.597 -0.001
C -3.081 -2.851 0.423 0.000
C -3.116 -2.432 1.747 0.000
C -3.037 -1.080 2.057 0.000
C -2.938 -0.144 1.037 0.000
C -3.462 2.537 -1.041 0.000
C -2.513 3.528 -1.026 0.000
C -2.829 4.817 -0.547 0.000
C -4.087 5.089 -0.093 0.000
C -5.094 4.093 -0.090 0.000
C -6.405 4.362 0.372 0.000
C -7.362 3.389 0.365 0.000
C -7.053 2.095 -0.103 0.000
C -5.797 1.809 -0.556 0.000
C -4.781 2.797 -0.567 0.000
H -4.740 -0.309 -3.233 0.000
H -3.079 -0.662 -3.738 0.000
H -3.798 0.927 -4.083 0.000
H -2.963 -2.248 -1.628 0.000
H -3.162 -3.904 0.185 0.000
H -3.226 -3.160 2.540 0.000
H -3.088 -0.755 3.088 0.000
H -2.932 0.915 1.271 0.000
H -1.514 3.342 -1.397 0.000
H -2.072 5.589 -0.556 0.000
H -4.337 6.079 0.268 0.000
H -6.635 5.358 0.729 0.000
H -8.361 3.605 0.717 0.000
H -7.817 1.329 -0.106 0.000
H -5.588 0.800 -0.907 0.000
```

Properties
spin multiplicity: 5
net charge: +2
HOMO (alpha / beta): -0.4573 / -0.4573 hartree
HOMO-LUMO gap (alpha / beta): 6.7 / 4.0 eV
E: -10126.8450 a.u.
relative energy (zero: lowest compared OMol25 entry of this formula, charge and spin): 0.0 kcal per mole

=====

(2)
Formula: C26H21AsF6N4PtS
Source: the OMol25 dataset
Level of theory: ωB97M-V/def2-TZVPD

Structure (XYZ):
```
60
Properties=species:S:1:pos:R:3:nbo_charge:R:1
Pt -0.461 -0.768 -0.338 1.422
C -1.563 -4.160 0.588 -0.661
C -2.732 -3.371 0.130 0.318
C -3.977 -4.035 0.052 -0.216
C -5.089 -3.382 -0.382 -0.076
C -4.975 -2.021 -0.730 -0.057
C -6.087 -1.260 -1.154 -0.007
C -5.969 0.093 -1.471 -0.187
C -4.744 0.706 -1.370 -0.138
C -3.606 -0.025 -0.950 -0.149
S -2.136 0.795 -0.838 0.180
C -3.708 -1.421 -0.631 0.144
N -2.601 -2.086 -0.222 -0.471
H -1.884 -5.082 1.066 0.256
H -0.919 -3.617 1.276 0.210
H -0.959 -4.422 -0.277 0.296
H -4.019 -5.077 0.335 0.262
H -6.046 -3.884 -0.450 0.259
H -7.052 -1.748 -1.223 0.254
H -6.835 0.654 -1.792 0.268
H -4.631 1.754 -1.614 0.251
N -0.157 -0.876 1.878 -0.793
C 1.265 -0.726 2.164 0.053
C 1.771 -0.843 3.429 -0.154
C 3.156 -0.711 3.654 -0.179
C 4.005 -0.473 2.609 -0.128
C 3.504 -0.356 1.292 -0.111
C 4.329 -0.174 0.160 -0.036
C 3.781 -0.133 -1.096 -0.260
C 2.399 -0.273 -1.234 0.145
N 1.599 -0.405 -0.187 -0.542
C 2.119 -0.476 1.075 0.236
H -0.701 -0.143 2.332 0.423
H -0.519 -1.769 2.206 0.425
H 1.111 -1.051 4.264 0.246
H 3.538 -0.814 4.660 0.258
H 5.071 -0.389 2.774 0.250
H 5.402 -0.101 0.295 0.251
H 4.393 -0.039 -1.981 0.264
H 1.935 -0.292 -2.211 0.238
N 0.472 2.616 -0.399 -0.288
C 0.824 3.709 -0.428 0.298
C 1.253 5.087 -0.516 -0.224
C 2.576 5.440 -0.366 0.002
C 2.976 6.826 -0.469 0.043
C 2.047 7.835 -0.698 -0.211
C 0.729 7.481 -0.855 -0.044
C 0.320 6.103 -0.755 0.080
H 3.333 4.693 -0.169 0.262
H 4.029 7.061 -0.370 0.268
H 2.359 8.868 -0.767 0.285
H -0.028 8.227 -1.063 0.274
H -0.731 5.864 -0.865 0.258
F 0.212 -2.571 -1.082 -0.680
As 1.850 -4.077 -1.221 2.867
F 1.234 -4.597 0.288 -0.596
F 2.755 -2.914 -0.329 -0.620
F 3.055 -5.218 -1.401 -0.559
F 2.149 -3.149 -2.619 -0.585
F 0.578 -4.884 -2.003 -0.574
```

Properties
spin multiplicity: 6
net charge: +3
HOMO (alpha / beta): -0.6125 / -0.6142 hartree
HOMO-LUMO gap (alpha / beta): 7.6 / 3.8 eV
E: -4573.8570 a.u.
relative energy (zero: lowest compared OMol25 entry of this formula, charge and spin): 18.4 kcal per mole

=====

(3)
Formula: C27H15BrF5INO4RuS
Source: the OMol25 dataset
Level of theory: ωB97M-V/def2-TZVPD

Structure (XYZ):
```
56
Properties=species:S:1:pos:R:3:nbo_charge:R:1
Ru 1.641 0.393 0.345 0.917
O -0.239 -0.433 0.554 -0.706
C -0.923 -0.648 -0.774 0.072
C 0.229 -0.908 -1.734 0.763
O 0.036 -1.250 -2.861 -0.518
O 1.452 -0.735 -1.214 -0.639
C -1.775 -1.901 -0.644 0.004
C -1.450 -2.880 0.290 -0.226
C -2.189 -4.053 0.359 -0.204
C -3.240 -4.266 -0.519 -0.176
C -3.548 -3.303 -1.469 -0.198
C -2.820 -2.125 -1.532 -0.199
C -1.687 0.613 -1.105 -0.004
C -1.141 1.658 -2.060 -0.300
C -2.197 2.663 -2.429 -0.118
C -3.347 2.813 -1.740 -0.236
C -3.679 1.937 -0.678 -0.155
C -2.870 0.814 -0.455 -0.212
H -0.888 -0.076 1.179 0.535
H -0.621 -2.733 0.971 0.215
H -1.938 -4.803 1.097 0.224
H -3.815 -5.181 -0.468 0.227
H -4.359 -3.467 -2.166 0.229
H -3.061 -1.385 -2.284 0.229
H -0.839 1.147 -2.982 0.278
H -2.007 3.277 -3.296 0.230
H -4.051 3.578 -2.041 0.237
H -4.593 2.069 -0.118 0.226
H -3.227 0.053 0.233 0.228
F -0.412 4.542 -2.590 -0.282
C 0.512 3.800 -1.953 0.241
C 0.254 2.299 -1.653 0.269
F 1.218 1.628 -2.402 -0.351
C 0.664 2.147 -0.157 0.235
F -0.466 2.250 0.641 -0.355
C 1.436 3.420 0.280 0.514
O 1.862 3.598 1.384 -0.474
C 1.304 4.463 -0.776 0.135
F 1.076 5.714 -0.345 -0.270
C 1.904 4.216 -2.078 0.453
F 3.011 3.587 -2.395 -0.260
S 5.640 1.415 -1.521 0.305
C 4.339 1.183 -0.724 0.152
N 3.329 1.023 -0.077 -0.506
Br 2.226 -0.360 6.062 0.128
C 2.462 -1.460 4.555 -0.176
C 2.775 -2.801 4.738 -0.200
C 2.957 -3.630 3.643 -0.176
C 2.831 -3.132 2.354 -0.177
C 2.523 -1.795 2.174 -0.263
C 2.336 -0.960 3.269 -0.104
I 1.873 1.055 2.930 0.539
H 2.875 -3.188 5.743 0.248
H 3.201 -4.672 3.799 0.240
H 2.974 -3.773 1.494 0.241
H 2.442 -1.441 1.143 0.172
```

Properties
spin multiplicity: 5
net charge: +1
HOMO (alpha / beta): -0.3815 / -0.4423 hartree
HOMO-LUMO gap (alpha / beta): 6.1 / 5.7 eV
E: -5257.2271 a.u.
relative energy (zero: lowest compared OMol25 entry of this formula, charge and spin): 48.0 kcal per mole

=====

(4)
Formula: C4H8N2O
Source: the OMol25 dataset
Level of theory: ωB97M-V/def2-TZVPD

Structure (XYZ):
```
15
Properties=species:S:1:pos:R:3:nbo_charge:R:1
N -1.072 2.486 0.009 -0.329
C -1.015 1.344 0.185 0.282
C -0.881 -0.116 0.354 -0.152
N -2.184 -0.707 0.019 -0.810
C 0.274 -0.585 -0.565 -0.411
C 1.569 0.211 -0.421 -0.065
O 2.044 0.065 0.905 -0.730
H -0.588 -0.299 1.398 0.222
H -2.166 -1.714 0.150 0.362
H -2.880 -0.354 0.674 0.366
H -0.049 -0.521 -1.610 0.227
H 0.516 -1.632 -0.350 0.216
H 1.409 1.270 -0.671 0.179
H 2.291 -0.191 -1.149 0.167
H 2.730 0.726 1.058 0.476
```

Properties
HOMO: -0.3725 hartree
HOMO-LUMO gap: 10.9 eV
E: -341.9448 a.u.
structure (SMILES): N#C[C@@H](N)CCO
relative energy (zero: lowest compared OMol25 entry of this formula, charge and spin): 36.9 kcal per mole

=====

(5)
Formula: C31H44GeN5NiO3
Source: the OMol25 dataset
Level of theory: ωB97M-V/def2-TZVPD

Structure (XYZ):
```
85
Properties=species:S:1:pos:R:3:mulliken_spin:R:1
Ni 0.425 -0.683 0.522 1.490
C -2.135 -4.583 -2.208 0.000
N -1.753 -3.564 -1.232 0.000
C -1.682 -4.048 0.140 -0.001
C -1.071 -2.449 -1.566 0.005
O -0.194 -2.004 -0.765 -0.026
N -1.348 -1.827 -2.729 -0.004
C -0.327 -1.030 -3.393 0.002
C -2.643 -1.898 -3.395 0.000
H -1.639 -5.518 -1.944 0.000
H -1.814 -4.305 -3.206 0.000
H -3.212 -4.748 -2.207 0.000
H -2.589 -4.614 0.348 0.000
H -1.607 -3.216 0.833 0.002
H -0.820 -4.705 0.282 0.000
H 0.333 -0.584 -2.660 -0.007
H -0.806 -0.228 -3.950 0.000
H 0.252 -1.643 -4.087 0.000
H -3.387 -2.321 -2.726 0.000
H -2.607 -2.487 -4.313 0.000
H -2.946 -0.882 -3.652 0.000
N -0.952 -1.911 5.062 0.001
C -0.276 -0.683 4.526 -0.002
C -0.102 -0.914 3.027 0.035
O 0.522 -0.018 2.389 -0.016
O -0.593 -1.943 2.542 -0.011
H -1.778 -1.706 5.625 0.000
H -0.327 -2.494 5.619 0.000
H -1.226 -2.449 4.195 0.000
H 0.675 -0.526 5.027 0.000
H -0.914 0.183 4.693 0.000
C 1.881 5.025 2.339 -0.019
C 1.920 4.938 0.955 0.011
C 1.238 3.919 0.307 -0.012
C 0.516 2.972 1.036 -0.073
C 0.483 3.073 2.428 -0.024
C 1.156 4.095 3.075 0.008
Ge -0.500 1.621 0.114 -0.022
C -2.169 1.151 0.986 -0.130
C -2.797 2.162 1.724 0.003
C -4.020 1.931 2.338 0.001
C -4.625 0.686 2.234 -0.006
C -4.012 -0.323 1.504 0.010
C -2.795 -0.089 0.879 0.011
C -0.705 1.888 -1.786 -0.091
C 0.337 2.158 -2.674 -0.025
C 0.074 2.406 -4.011 0.010
C -1.237 2.401 -4.476 -0.017
C -2.282 2.133 -3.603 0.007
C -2.017 1.862 -2.268 -0.003
H 2.407 5.823 2.845 -0.001
H 2.469 5.671 0.380 0.000
H 1.253 3.886 -0.774 -0.002
H -0.079 2.351 3.007 -0.001
H 1.117 4.175 4.153 0.000
H -2.341 3.140 1.816 -0.003
H -4.504 2.728 2.887 0.000
H -5.583 0.508 2.706 0.000
H -4.490 -1.290 1.405 0.000
H -2.354 -0.883 0.284 -0.020
H 1.367 2.175 -2.335 -0.008
H 0.889 2.617 -4.691 0.000
H -1.440 2.610 -5.517 -0.001
H -3.303 2.139 -3.960 0.000
H -2.840 1.646 -1.597 -0.003
C 3.047 0.730 0.529 -0.047
C 4.584 0.573 0.456 0.003
N 4.931 -0.635 -0.284 -0.001
C 4.477 -1.802 0.459 0.007
C 2.968 -1.669 0.783 0.010
N 2.395 -0.512 0.036 -0.073
C 2.734 -0.689 -1.400 -0.014
C 4.268 -0.602 -1.583 0.002
H 2.694 1.554 -0.094 0.022
H 2.693 0.917 1.544 0.005
H 5.021 0.505 1.453 0.000
H 5.036 1.433 -0.039 -0.001
H 5.059 -1.887 1.376 0.000
H 4.674 -2.693 -0.138 0.000
H 2.801 -1.482 1.846 -0.002
H 2.407 -2.564 0.499 0.008
H 2.214 0.082 -1.970 0.008
H 2.338 -1.658 -1.704 0.003
H 4.554 0.322 -2.086 0.000
H 4.630 -1.430 -2.192 0.000
```

Properties
spin multiplicity: 2
net charge: +2
HOMO (alpha / beta): -0.4792 / -0.4818 hartree
HOMO-LUMO gap (alpha / beta): 6.5 / 7.4 eV
E: -5291.9284 a.u.

=====

(6)
Formula: C5H14
Source: the OMol25 dataset
Level of theory: ωB97M-V/def2-TZVPD

Structure (XYZ):
```
19
Properties=species:S:1:pos:R:3:nbo_charge:R:1
C 1.290 0.327 1.149 -0.601
C -0.083 0.065 1.857 -0.394
C -0.056 -1.119 2.791 -0.632
H 1.190 1.036 0.454 0.206
H 2.068 0.417 1.738 0.196
H 1.503 -0.403 0.392 0.200
H -0.790 -0.130 0.996 0.203
H -0.493 1.068 2.414 0.193
H 0.805 -1.710 2.648 0.209
H -0.910 -1.870 2.639 0.204
H -0.334 -0.906 3.806 0.216
C 0.082 0.222 -3.227 -0.603
C -1.189 0.586 -2.282 -0.611
H 0.545 -0.857 -3.015 0.198
H -0.343 -0.031 -4.193 0.198
H 0.793 0.948 -3.342 0.199
H -1.779 1.350 -2.728 0.203
H -0.699 0.983 -1.328 0.204
H -1.819 -0.389 -2.213 0.211
```

Properties
HOMO: -0.3960 hartree
HOMO-LUMO gap: 11.9 eV
E: -198.8146 a.u.
structure (SMILES): CCC.CC
relative energy (zero: lowest compared OMol25 entry of this formula, charge and spin): 46.8 kcal per mole

=====

(7)
Formula: C4H4N2O
Source: the OMol25 dataset
Level of theory: ωB97M-V/def2-TZVPD

Structure (XYZ):
```
11
Properties=species:S:1:pos:R:3:nbo_charge:R:1
N 2.652 -0.617 1.375 -0.262
C 1.960 -0.489 0.453 0.171
C 1.068 -0.336 -0.683 0.126
O 0.003 -1.009 -0.749 -0.502
C -1.436 -0.256 0.059 -0.120
C -0.876 1.082 0.267 -0.036
N -1.778 1.722 0.749 -0.204
H 1.455 0.185 -1.563 0.200
H 0.252 1.219 -0.027 0.172
H -2.189 -0.375 -0.714 0.229
H -1.570 -0.874 0.942 0.227
```

Properties
HOMO (alpha / beta): -0.3587 / -0.3324 hartree
HOMO-LUMO gap (alpha / beta): 8.3 / 7.9 eV
E: -339.3774 a.u.
relative energy (zero: lowest compared OMol25 entry of this formula, charge and spin): 128.2 kcal per mole

=====

(8)
Formula: C4H9NO
Source: the OMol25 dataset
Level of theory: ωB97M-V/def2-TZVPD

Structure (XYZ):
```
15
Properties=species:S:1:pos:R:3:nbo_charge:R:1
C -0.489 -1.351 0.240 -0.613
C -0.379 0.066 -0.345 -0.317
C -1.377 1.060 0.256 -0.600
C 1.023 0.679 -0.248 0.678
N 2.080 -0.180 -0.176 -0.830
O 1.198 1.888 -0.240 -0.621
H -0.072 -1.409 1.253 0.213
H 0.025 -2.093 -0.386 0.200
H -1.537 -1.666 0.289 0.221
H -0.599 -0.003 -1.420 0.221
H -1.220 2.053 -0.174 0.240
H -2.407 0.742 0.063 0.203
H -1.240 1.159 1.339 0.207
H 1.997 -1.178 -0.267 0.395
H 2.998 0.235 -0.184 0.404
```

Properties
HOMO: -0.3560 hartree
HOMO-LUMO gap: 10.6 eV
E: -287.8299 a.u.
structure (SMILES): CC(C)C(N)=O
relative energy (zero: lowest compared OMol25 entry of this formula, charge and spin): 1.6 kcal per mole

=====

(9)
Formula: C6H11N
Source: the OMol25 dataset
Level of theory: ωB97M-V/def2-TZVPD

Structure (XYZ):
```
18
Properties=species:S:1:pos:R:3:nbo_charge:R:1
C 1.847 -0.861 1.367 -0.529
C 0.668 -0.404 0.966 0.143
C 0.658 0.543 -0.216 -0.186
C -0.094 0.396 -1.321 -0.198
C -0.046 1.452 -2.346 -0.652
N -0.550 -0.601 1.645 -0.615
C -1.862 -0.873 1.004 -0.416
H 2.716 -1.016 0.728 0.212
H 2.153 -1.134 2.478 0.191
H 1.324 1.409 -0.188 0.211
H -0.087 -0.574 -1.834 0.208
H 0.609 1.331 -3.183 0.219
H 0.344 2.356 -1.785 0.197
H -0.998 1.920 -2.651 0.223
H -0.244 -1.219 2.399 0.373
H -2.208 -1.299 1.935 0.217
H -2.403 0.090 0.897 0.205
H -1.827 -1.517 0.107 0.197
```

Properties
HOMO: -0.2871 hartree
HOMO-LUMO gap: 8.7 eV
E: -289.8386 a.u.
structure (SMILES): C=C(/C=C/C)NC
relative energy (zero: lowest compared OMol25 entry of this formula, charge and spin): 83.5 kcal per mole

=====

(10)
Formula: C5H10O
Source: the OMol25 dataset
Level of theory: ωB97M-V/def2-TZVPD

Structure (XYZ):
```
16
Properties=species:S:1:pos:R:3:nbo_charge:R:1
C 2.008 -0.305 0.152 -0.609
C 0.900 0.522 -0.504 -0.422
C -0.537 -0.042 -0.458 0.178
C -1.010 -0.993 0.658 -0.625
C -1.655 0.913 -0.413 -0.089
O -1.266 0.341 -1.629 -0.461
H 2.155 -1.266 -0.355 0.208
H 1.791 -0.505 1.205 0.200
H 2.964 0.233 0.118 0.216
H 1.188 0.730 -1.546 0.228
H 0.851 1.507 -0.023 0.200
H -0.145 -1.455 1.107 0.210
H -1.487 -0.402 1.470 0.199
H -1.757 -1.722 0.344 0.231
H -1.349 1.872 -0.023 0.168
H -2.649 0.572 -0.103 0.169
```

Properties
HOMO: -0.3433 hartree
HOMO-LUMO gap: 10.4 eV
E: -271.6542 a.u.
structure (SMILES): CC[C@@]1(C)CO1
relative energy (zero: lowest compared OMol25 entry of this formula, charge and spin): 61.8 kcal per mole

=====

Question: E of number 3 (C27H15BrF5INO4RuS)?
Answer: -5257.2271 a.u.

=====

Question: Among the records above, which one has the highest E?
Answer: C5H14

=====

Question: What is the E in the ninth record?
Answer: -289.8386 a.u.